The following is a DFT calculation (the ωB97M-V functional and the def2-TZVPD basis) of a cluster of 6 separate species, C2H16NO5 in total at a distorted geometry.

Positions of all 24 atoms, in Å:
C: 1.54 1.57 0.26
C: -0.63 2.60 0.20
N: 0.20 1.81 0.74
H: 1.90 0.55 0.37
H: 2.32 2.23 0.67
H: 1.71 1.88 -0.78
H: -0.30 3.33 -0.54
H: -1.65 2.67 0.56
H: -0.04 1.06 1.44
H: -0.53 -0.95 1.95
H: -0.96 -0.17 3.18
O: -0.27 -0.19 2.52
H: 0.70 -1.78 -1.35
H: -0.30 -2.43 -2.41
O: -0.23 -2.08 -1.53
H: -1.35 -1.80 0.21
H: -2.37 -1.99 1.48
O: -1.96 -1.40 0.84
H: 3.20 -1.76 -1.83
H: 2.64 -2.55 -0.63
O: 2.45 -1.83 -1.26
H: -2.17 0.61 -2.10
H: -1.81 -0.11 -0.81
O: -2.10 0.73 -1.16

Net charge   +1
LUMO level   -3.668 eV
Relative energy (zero: lowest compared OMol25 entry of this formula, charge and spin)   0.894 eV
Multiplicity   1
Energy   -516.5005 hartree
E_HOMO   -14.6 eV

Atomic partial charges in e from the Mulliken method, atoms 1 to 8: -0.8766, -0.1346, 0.1808, 0.2706, 0.3545, 0.3580, 0.3250, 0.2658

The following is a DFT calculation (the ωB97M-V functional and the def2-TZVPD basis) of a structure of composition C3LiMgO6 at a distorted geometry.

Positions of all 11 atoms, in Å:
C: -0.44 0.58 -0.09
O: 0.15 1.65 -0.13
C: -2.00 0.49 0.09
O: -2.44 -0.69 0.10
O: -2.61 1.55 0.17
Mg: 2.15 2.11 0.04
Li: -1.18 -2.06 -0.14
O: 0.12 -0.59 -0.06
O: 2.49 0.05 0.05
O: 1.94 -2.14 -0.01
C: 1.81 -0.96 0.00

Net charge   0
LUMO level (alpha / beta)   -0.489 / -0.770 eV
Relative energy (zero: lowest compared OMol25 entry of this formula, charge and spin)   0.000 eV
Multiplicity   2
Energy   -773.5154 hartree
E_HOMO (alpha / beta)   -7.1 / -9.4 eV

Atomic partial charges in e from the Mulliken method, atoms 1 to 8: 0.7512, -0.5908, 0.6863, -0.8219, -0.6013, 0.4938, 0.8957, -0.5809

The following is a DFT calculation (the ωB97M-V functional and the def2-TZVPD basis) of an isolated molecule of C6H15N.

Positions of all 22 atoms, in Å:
C: 1.15 0.89 1.97
N: 0.58 -0.21 1.15
C: -0.37 0.09 0.10
C: -0.59 -1.12 -0.78
C: 0.67 -1.41 -1.64
C: -1.83 -1.00 -1.65
C: 0.80 2.29 1.49
H: 2.23 0.77 1.94
H: 0.84 0.75 3.01
H: 0.18 -0.93 1.72
H: -1.36 0.39 0.50
H: -0.05 0.92 -0.52
H: -0.73 -2.00 -0.15
H: 0.86 -2.48 -1.69
H: 0.48 -1.09 -2.67
H: 1.53 -0.87 -1.24
H: -2.67 -0.50 -1.15
H: -2.21 -1.98 -1.95
H: -1.65 -0.44 -2.56
H: -0.28 2.40 1.38
H: 1.27 2.51 0.54
H: 1.15 3.03 2.21

Structure (SMILES)   CCNCC(C)C
Net charge   0
LUMO level   1.124 eV
Relative energy (zero: lowest compared OMol25 entry of this formula, charge and spin)   0.761 eV
Multiplicity   1
Energy   -292.3411 hartree
E_HOMO   -8.4 eV

Atomic partial charges in e from the Mulliken method, atoms 1 to 8: -0.3455, -0.2488, -1.1562, 0.9125, -1.2957, -1.6037, -1.1222, 0.2544

The following is a DFT calculation (the ωB97M-V functional and the def2-TZVPD basis) of a cluster of 2 separate species, CHCl3S in total at a distorted geometry.

Positions of all 6 atoms, in Å:
C: -0.76 -0.39 -0.30
S: 1.85 0.74 -0.08
Cl: -0.44 -1.86 -1.03
Cl: -1.61 0.75 -1.23
Cl: -1.07 -0.50 1.38
H: 2.03 1.26 1.27

Net charge   0
LUMO level (alpha / beta)   -2.324 / -2.323 eV
Relative energy (zero: lowest compared OMol25 entry of this formula, charge and spin)   2.710 eV
Multiplicity   1
Energy   -1817.3436 hartree
E_HOMO (alpha / beta)   -8.7 / -8.7 eV

Now the Mulliken charges, all in e: 0.2755, -0.3030, -0.0263, -0.0207, -0.0465, 0.1211

The following is a DFT calculation (the ωB97M-V functional and the def2-TZVPD basis) of a structure of composition C33H62As2IN8OY at a distorted geometry.

Positions of all 108 atoms, in Å:
Y: 0.33 -0.12 0.07
N: -1.67 -1.32 1.22
C: -2.33 -2.31 0.33
C: -2.64 -1.67 -1.00
N: -1.43 -1.19 -1.70
C: -0.73 -2.35 -2.30
C: 0.57 -1.96 -2.96
N: 1.54 -1.52 -1.94
C: -1.85 -0.25 -2.78
C: -0.98 1.00 -2.99
N: 0.25 1.06 -2.16
H: -2.35 -0.62 1.53
H: -1.37 -1.78 2.08
H: -1.65 -3.15 0.22
H: -3.26 -2.70 0.75
H: -3.21 -2.37 -1.62
H: -3.29 -0.81 -0.84
H: -0.53 -3.08 -1.52
H: -1.39 -2.83 -3.03
H: 0.94 -2.81 -3.53
H: 0.41 -1.16 -3.68
H: 1.93 -2.34 -1.50
H: 2.33 -1.05 -2.37
H: -1.92 -0.81 -3.72
H: -2.86 0.08 -2.56
H: -0.71 1.08 -4.05
H: -1.58 1.88 -2.75
H: 1.06 0.70 -2.65
H: 0.47 2.04 -2.01
C: 4.98 -1.36 1.44
As: 3.24 -0.51 1.76
C: 3.97 0.93 2.84
C: 2.54 -1.67 3.18
C: 2.92 -1.47 4.51
C: 2.37 -2.23 5.53
C: 1.42 -3.20 5.24
C: 1.05 -3.43 3.93
C: 1.61 -2.68 2.90
As: 1.09 -3.01 1.06
C: 0.17 -4.71 1.19
C: 2.75 -3.72 0.30
H: 5.38 -1.65 2.41
H: 5.63 -0.61 1.00
H: 4.94 -2.22 0.79
H: 4.81 0.54 3.40
H: 3.22 1.34 3.51
H: 4.31 1.71 2.17
H: 3.64 -0.70 4.76
H: 2.68 -2.06 6.55
H: 0.98 -3.79 6.04
H: 0.32 -4.20 3.72
H: -0.79 -4.62 1.68
H: 0.80 -5.40 1.75
H: 0.02 -5.09 0.18
H: 3.29 -4.26 1.08
H: 3.37 -2.94 -0.10
H: 2.49 -4.42 -0.49
C: -5.39 1.39 3.15
C: -5.74 2.49 2.16
N: -6.22 1.99 0.87
C: -7.58 1.45 0.78
C: -7.63 -0.07 0.76
C: -5.46 1.93 -0.24
O: -5.83 1.46 -1.31
C: -4.05 2.46 -0.19
C: -3.71 3.74 -0.59
C: -2.37 4.06 -0.71
C: -1.42 3.07 -0.48
N: -1.73 1.82 -0.11
C: -3.03 1.56 0.06
H: -4.94 1.82 4.04
H: -4.68 0.68 2.70
H: -6.27 0.83 3.45
H: -4.88 3.13 1.99
H: -6.53 3.13 2.57
H: -8.04 1.85 -0.12
H: -8.13 1.84 1.64
H: -7.13 -0.46 -0.13
H: -8.67 -0.40 0.73
H: -7.17 -0.50 1.65
H: -4.48 4.47 -0.80
H: -2.05 5.05 -1.01
H: -0.37 3.30 -0.61
H: -3.29 0.57 0.40
C: 3.49 1.06 -3.76
C: 4.80 1.73 -4.26
N: 5.48 2.39 -3.15
C: 5.78 1.40 -2.11
C: 4.46 0.77 -1.58
N: 3.30 1.32 -2.32
C: 3.27 2.78 -2.11
C: 4.60 3.42 -2.60
H: 3.52 -0.02 -3.92
H: 2.62 1.45 -4.30
H: 4.60 2.47 -5.03
H: 5.48 0.99 -4.69
H: 6.33 1.89 -1.31
H: 6.43 0.64 -2.54
H: 4.30 1.00 -0.53
H: 4.46 -0.32 -1.69
H: 3.10 2.97 -1.05
H: 2.42 3.19 -2.66
H: 5.12 3.91 -1.78
H: 4.42 4.17 -3.37
I: 1.33 2.82 1.64
C: 0.22 1.04 2.13
H: -0.74 1.42 2.47
H: 0.73 0.64 3.02

Net charge   +2
LUMO level   -4.345 eV
Relative energy (zero: lowest compared OMol25 entry of this formula, charge and spin)   1.006 eV
Multiplicity   1
Energy   -6615.0990 hartree
E_HOMO   -12.4 eV

Atomic partial charges in e from the Mulliken method, atoms 1 to 8: 0.6488, -0.0274, -0.4888, -0.8312, 1.4476, -0.9397, -0.8991, -0.3505

The following is a DFT calculation (the ωB97M-V functional and the def2-TZVPD basis) of a structure of composition C29H44CdN6O9S2Si.

Positions of all 92 atoms, in Å:
Cd: -0.44 -0.83 0.13
O: 1.56 -0.37 -3.78
C: 0.83 -0.71 -2.86
N: 0.10 0.05 -2.01
C: -0.30 1.30 -2.36
O: -0.02 1.96 -3.35
C: -1.37 1.86 -1.42
C: -1.97 3.07 -1.72
C: -3.03 3.49 -0.95
C: -3.47 2.69 0.10
C: -2.79 1.51 0.36
N: -1.76 1.12 -0.38
C: 0.63 -2.21 -2.63
C: 1.18 -3.11 -3.54
C: 0.95 -4.46 -3.35
C: 0.19 -4.87 -2.26
C: -0.32 -3.90 -1.41
N: -0.10 -2.61 -1.60
H: -1.58 3.64 -2.56
H: -3.53 4.43 -1.16
H: -4.32 2.97 0.71
H: -3.08 0.85 1.17
H: 1.76 -2.72 -4.36
H: 1.37 -5.19 -4.04
H: -0.01 -5.92 -2.07
H: -0.94 -4.16 -0.56
C: -4.59 -2.35 -1.11
S: -3.80 -2.32 0.49
O: -4.02 -3.64 1.06
O: -4.41 -1.21 1.20
O: -2.38 -2.08 0.14
H: -5.65 -2.53 -0.96
H: -4.15 -3.15 -1.70
H: -4.42 -1.39 -1.59
S: -1.33 0.39 5.08
C: -1.09 0.10 3.47
N: -0.92 -0.10 2.34
C: 4.87 -4.52 0.30
C: 4.56 -3.08 -0.10
C: 3.56 -3.06 -1.25
C: 5.84 -2.37 -0.51
O: 4.07 -2.39 1.03
Si: 2.51 -2.29 1.61
O: 1.53 -1.54 0.64
O: 2.11 -3.87 1.93
C: 1.05 -4.38 2.73
C: -0.19 -3.49 2.67
C: 0.73 -5.76 2.17
C: 1.55 -4.49 4.17
O: 2.71 -1.59 3.10
C: 3.25 -0.31 3.39
C: 2.65 0.10 4.73
C: 4.77 -0.44 3.50
C: 2.89 0.71 2.31
H: 5.29 -5.08 -0.54
H: 3.95 -5.01 0.64
H: 5.58 -4.53 1.13
H: 3.98 -3.55 -2.13
H: 3.31 -2.03 -1.51
H: 2.64 -3.57 -0.97
H: 6.32 -2.86 -1.36
H: 6.55 -2.35 0.33
H: 5.62 -1.33 -0.79
H: -0.56 -3.40 1.65
H: 0.04 -2.48 3.04
H: -0.99 -3.90 3.29
H: 0.41 -5.67 1.13
H: -0.08 -6.23 2.74
H: 1.61 -6.39 2.21
H: 1.81 -3.50 4.54
H: 2.44 -5.11 4.20
H: 0.78 -4.92 4.81
H: 2.91 -0.64 5.49
H: 1.56 0.16 4.66
H: 3.04 1.08 5.04
H: 5.02 -1.18 4.26
H: 5.21 0.52 3.79
H: 5.19 -0.76 2.55
H: 1.80 0.81 2.22
H: 3.27 0.40 1.34
H: 3.32 1.68 2.56
C: -1.50 3.59 3.10
N: -0.10 3.40 2.77
C: 0.82 3.27 3.89
C: 0.35 3.77 1.59
N: 0.74 4.09 0.54
H: -1.84 2.78 3.74
H: -2.09 3.59 2.18
H: -1.65 4.55 3.62
H: 0.50 2.45 4.52
H: 0.85 4.20 4.48
H: 1.82 3.06 3.51

Net charge   -2
LUMO level   4.373 eV
Relative energy (zero: lowest compared OMol25 entry of this formula, charge and spin)   0.533 eV
Multiplicity   1
Energy   -3391.1901 hartree
E_HOMO   -3.2 eV

Atomic partial charges in e from the Mulliken method, atoms 1 to 8: 4.7883, -0.7270, -0.4531, -0.1119, -0.3060, -0.7392, 0.4071, -0.5289

The following is a DFT calculation (the ωB97M-V functional and the def2-TZVPD basis) of an isolated molecule of C10H13NO at a distorted geometry.

Positions of all 25 atoms, in Å:
C: 1.16 1.42 -1.61
C: 1.58 1.07 -0.21
C: 0.44 1.24 0.78
C: -0.55 0.09 0.77
C: -1.82 0.24 1.30
C: -2.74 -0.79 1.29
C: -2.38 -2.02 0.75
C: -1.09 -2.22 0.25
C: -0.18 -1.14 0.20
C: 1.17 -1.31 -0.48
H: 0.48 3.03 -2.51
H: 1.98 1.19 -2.27
H: 0.29 0.85 -1.91
H: 2.40 1.75 0.07
H: 0.87 1.29 1.80
H: -0.07 2.19 0.59
H: -2.07 1.20 1.73
H: -3.76 -0.63 1.70
H: -3.11 -2.83 0.77
H: -0.77 -3.18 -0.15
H: 1.62 -2.28 -0.20
H: 0.99 -1.30 -1.56
H: 2.51 -0.43 0.74
N: 2.14 -0.27 -0.19
O: 0.90 2.83 -1.65

Structure (SMILES)   OC[C@H]1Cc2ccccc2CN1
Net charge   0
LUMO level   0.859 eV
Relative energy (zero: lowest compared OMol25 entry of this formula, charge and spin)   0.043 eV
Multiplicity   1
Energy   -518.8413 hartree
E_HOMO   -8.8 eV

Atomic partial charges in e from the Mulliken method, atoms 1 to 8: -0.8760, 0.1359, -1.1883, 0.7712, -0.5894, -0.5660, -0.4713, -0.7485

The following is a DFT calculation (the ωB97M-V functional and the def2-TZVPD basis) of a cluster of 2 separate species, C3H7ClFOP in total at a distorted geometry.

Positions of all 14 atoms, in Å:
C: -1.78 -0.64 0.14
C: 0.11 0.65 -0.87
C: -1.09 0.55 -0.31
O: 3.28 -0.81 0.80
F: 5.34 -1.04 -0.41
P: 3.97 -0.19 -0.51
Cl: 5.08 1.27 0.63
H: -2.91 -0.74 -0.05
H: -1.36 -1.57 -0.24
H: -1.66 -0.67 1.32
H: 0.87 -0.05 -1.07
H: 3.74 -0.63 1.62
H: 0.35 1.70 -1.09
H: -1.73 1.36 0.06

Structure (SMILES)   OP(F)Cl.C=CC
Net charge   0
LUMO level   0.118 eV
Relative energy (zero: lowest compared OMol25 entry of this formula, charge and spin)   1.458 eV
Multiplicity   1
Energy   -1095.1795 hartree
E_HOMO   -9.6 eV

Atomic partial charges in e from the Mulliken method, atoms 1 to 8: -1.0407, -0.6945, 0.1563, -0.3707, -0.2283, 0.5523, -0.2993, 0.2740

Question: The highest net charge belongs to which entry?
Answer: C33H62As2IN8OY